[1]
DFT (ωB97M-V/def2-TZVPD) results for C25H23Cl2CoNO5Si as an isolated structure.

Properties
LUMO level (alpha / beta) in eV: 2.40 / 1.32
Frontier orbital gap (alpha / beta) in eV: 7.54 / 7.80
Net charge: -1
Calculated total energy in eV: -108578.73603
2S+1: 5

```
58
Properties=species:S:1:pos:R:3:mulliken_charge:R:1
Co 0.435 -0.845 0.913 0.667
Cl 1.095 -8.015 1.960 -0.257
C 1.623 -6.402 1.515 0.454
C 2.955 -6.056 1.676 -0.609
C 3.365 -4.781 1.315 -0.404
C 2.459 -3.857 0.812 -0.145
C 1.130 -4.228 0.660 0.122
C 0.703 -5.504 1.008 -0.871
C 2.954 -2.477 0.433 0.141
O 4.152 -2.275 0.340 -0.688
O 2.027 -1.601 0.203 -0.562
H 3.655 -6.777 2.078 0.404
H 4.398 -4.477 1.418 0.456
H 0.420 -3.522 0.251 0.664
H -0.332 -5.796 0.893 0.404
C -4.605 0.900 -2.869 -1.890
C -4.287 1.631 -1.591 1.237
C -4.186 3.021 -1.589 -0.693
C -3.922 3.704 -0.418 0.245
Cl -3.793 5.448 -0.457 -0.265
C -3.761 3.034 0.783 -0.575
C -3.850 1.653 0.792 -0.111
C -4.098 0.960 -0.384 0.003
O -4.213 -0.407 -0.314 -0.591
C -3.123 -1.145 -0.828 -0.664
C -1.820 -0.945 -0.094 1.375
O -0.783 -1.439 -0.646 -0.832
O -1.765 -0.321 0.987 -0.525
H -5.225 1.520 -3.516 0.501
H -5.134 -0.029 -2.664 0.364
H -3.696 0.653 -3.423 0.301
H -4.320 3.572 -2.512 0.426
H -3.554 3.583 1.693 0.436
H -3.692 1.084 1.700 0.403
H -2.942 -0.944 -1.885 0.142
H -3.401 -2.193 -0.728 0.413
N 0.581 -1.674 3.957 -0.838
C 0.489 -1.404 2.835 0.255
C 0.636 2.511 2.084 -1.235
Si 0.814 1.572 0.495 0.522
C -0.428 2.215 -0.744 -0.560
C 2.497 1.918 -0.237 0.237
C 3.412 2.778 0.376 -0.240
C 4.625 3.084 -0.231 -0.558
C 4.948 2.521 -1.458 -0.372
C 4.060 1.644 -2.071 -0.733
C 2.850 1.345 -1.463 -0.071
H 0.665 3.583 1.861 0.397
H 1.421 2.267 2.802 0.312
H -0.324 2.270 2.548 0.289
H -0.492 3.300 -0.607 0.358
H -1.427 1.793 -0.613 -0.291
H -0.091 2.008 -1.762 0.404
H 3.178 3.217 1.340 0.275
H 5.321 3.755 0.258 0.365
H 5.894 2.757 -1.932 0.353
H 4.320 1.181 -3.015 0.356
H 2.180 0.634 -1.938 0.297
```

---

[2]
DFT (ωB97M-V/def2-TZVPD) results for C25H23CoN6 as an isolated structure.

Properties
LUMO level (alpha / beta) in eV: -3.57 / -3.66
Frontier orbital gap (alpha / beta) in eV: 6.68 / 6.63
Net charge: +1
Calculated total energy in eV: -72857.68138
2S+1: 2

```
55
Properties=species:S:1:pos:R:3:mulliken_charge:R:1
Co -0.397 -0.252 0.664 -0.371
N -1.680 -1.165 -1.024 -0.249
C -1.400 -2.573 -0.824 1.184
C -1.381 -3.484 -1.973 -0.844
C -0.601 -4.563 -1.929 -1.041
C 0.194 -4.874 -0.696 -0.363
C 0.998 -3.893 1.095 -1.299
C -1.002 -2.971 0.378 -1.547
C 0.820 -2.539 1.868 2.170
C 0.964 -2.816 3.323 -1.187
C 1.833 -2.178 4.109 -0.894
C 2.664 -1.136 3.566 -0.464
C 2.564 -0.744 2.276 -1.052
C 1.673 -1.394 1.379 0.938
H -1.624 -0.946 -2.014 0.380
H -2.627 -0.956 -0.719 0.301
H -1.962 -3.239 -2.854 0.463
H -0.526 -5.222 -2.786 0.432
H 0.412 -5.939 -0.637 0.668
H 1.511 -4.614 1.731 0.686
H 0.342 -3.611 3.723 0.526
H 1.934 -2.433 5.155 0.481
H 3.391 -0.662 4.214 0.456
H 3.176 0.051 1.868 0.541
N -1.575 -1.887 2.544 -0.063
C -2.312 -0.754 2.611 0.337
C -3.397 -0.594 3.491 -1.090
C -4.056 0.608 3.517 -0.237
C -3.643 1.648 2.674 -0.936
C -2.588 1.414 1.833 -0.007
N -1.933 0.237 1.778 -0.077
C -0.616 -2.009 1.462 1.753
C -0.400 -4.331 0.612 -0.340
C 1.508 -4.037 -0.381 -0.017
C 1.710 -2.871 -1.292 -1.284
C 1.627 -1.566 -1.047 -0.534
N 1.527 -0.883 0.166 -0.570
H -1.909 -2.695 3.048 0.379
H -3.689 -1.411 4.135 0.403
H -4.889 0.753 4.191 0.438
H -4.133 2.609 2.683 0.442
H -2.220 2.183 1.167 0.299
H -0.999 -4.993 1.243 0.421
H 2.391 -4.676 -0.430 0.806
H 1.941 -3.146 -2.316 0.344
H 1.735 -0.879 -1.880 0.449
N -0.849 2.086 -1.152 -0.158
C -0.451 3.332 -1.478 -0.143
C 0.620 3.629 -0.671 -0.890
C 0.807 2.483 0.116 -0.346
N -0.088 1.553 -0.183 0.236
H -1.588 1.542 -1.561 0.129
H -0.948 3.898 -2.246 0.478
H 1.192 4.539 -0.656 0.397
H 1.549 2.286 0.871 0.470
```